*a*
The following is a quantum chemistry calculation of C9H8N2 in the gas phase, from the OMol25 dataset.

Its net charge is 0. Its SMILES is c1ccc(-c2ncc[nH]2)cc1. The value obtained for the gap between HOMO and LUMO is 9.43 eV.

The geometry in XYZ format:
```
19
C9H8N2, DFT ωB97M-V/def2-TZVPD
C -2.91 1.33 0.65
C -1.78 2.19 0.42
C -0.52 1.60 0.20
C -0.44 0.18 0.04
C 0.98 -0.33 -0.33
N 1.49 -0.41 -1.45
C 2.73 -1.09 -1.29
C 2.85 -1.46 0.08
N 1.72 -1.04 0.71
C -1.56 -0.65 0.17
C -2.78 -0.10 0.50
H -3.93 1.89 0.90
H -1.80 3.24 0.79
H 0.31 2.20 0.20
H 3.43 -1.56 -2.17
H 3.75 -1.98 0.47
H 1.47 -0.98 1.69
H -1.60 -1.70 0.05
H -3.54 -0.89 0.59
```

***

*b*
The following is a quantum chemistry calculation of C9H8N2 in the gas phase, from the OMol25 dataset.

Its net charge is 0. Its SMILES is [H]/N=C(\CC#N)c1ccccc1. The value obtained for the gap between HOMO and LUMO is 9.77 eV.

The geometry in XYZ format:
```
19
C9H8N2, DFT ωB97M-V/def2-TZVPD
H 2.37 2.36 -0.02
N 1.40 2.19 0.08
C 1.06 1.03 -0.17
C 2.12 0.02 -0.73
C 2.36 -1.03 0.26
N 2.48 -1.80 1.14
C -0.31 0.46 -0.21
C -0.57 -0.83 -0.59
C -1.83 -1.46 -0.44
C -2.89 -0.64 0.07
C -2.61 0.66 0.48
C -1.35 1.19 0.33
H 1.71 -0.49 -1.62
H 2.98 0.58 -1.17
H 0.19 -1.57 -0.83
H -2.01 -2.54 -0.69
H -3.91 -0.92 0.18
H -3.43 1.26 0.90
H -1.03 2.19 0.70
```

***

Most stable structure, least stable structure: *b*, *a*.

***

*a*
The following is a quantum chemistry calculation of CH6N2OS in the gas phase, from the OMol25 dataset.

Its net charge is 0. Its SMILES is C=S(N)(N)=O. The value obtained for the gap between HOMO and LUMO (spin up / spin down) is 8.36 / 8.35 eV.

The geometry in XYZ format:
```
11
CH6N2OS, DFT ωB97M-V/def2-TZVPD
C 1.02 -0.21 1.15
S -0.27 -0.01 0.13
N -0.03 -1.12 -1.01
N 0.09 1.48 -0.58
O -2.35 -0.11 0.39
H 1.07 0.74 1.72
H 1.00 -1.20 1.50
H 0.61 -1.95 -0.71
H -0.87 -1.49 -1.29
H -0.68 1.64 -1.20
H 0.42 2.23 -0.10
```

***

*b*
The following is a quantum chemistry calculation of 2 unconnected molecules or ions with the total composition CH6N2OS, from the OMol25 dataset.

Its net charge is 0. The value obtained for the gap between HOMO and LUMO is 9.88 eV.

The geometry in XYZ format:
```
11
CH6N2OS, DFT ωB97M-V/def2-TZVPD
C -2.06 0.05 -0.04
N 1.92 1.05 1.17
N -1.28 -0.12 0.93
O 1.97 -0.34 -1.11
S 1.07 0.28 0.16
H -1.78 0.73 -0.82
H -3.02 -0.38 -0.07
H 1.59 2.01 1.10
H 2.70 -0.92 -1.00
H -1.77 -0.67 1.68
H 1.05 -0.97 0.88
```

***

Most stable structure, least stable structure: *b*, *a*.

***

*a*
The following is a quantum chemistry calculation of C5H14N2O in the gas phase, from the OMol25 dataset.

Its net charge is 0. Its SMILES is CC(C)[N@@+](C)([O-])CN. The value obtained for the gap between HOMO and LUMO is 9.21 eV.

The geometry in XYZ format:
```
22
C5H14N2O, DFT ωB97M-V/def2-TZVPD
C 1.33 1.72 0.55
C 0.00 1.02 0.37
C -0.90 1.69 -0.65
N 0.29 -0.67 0.30
C 0.87 -0.67 -1.18
O 1.08 -1.02 1.26
C -1.07 -1.32 0.40
N -0.81 -2.73 0.37
H 1.19 2.64 1.13
H 2.00 1.06 1.11
H 1.80 1.98 -0.40
H -0.50 0.97 1.34
H -1.91 1.27 -0.64
H -1.00 2.74 -0.39
H -0.50 1.64 -1.66
H 1.30 -1.66 -1.22
H 1.61 0.11 -1.37
H 0.06 -0.63 -1.91
H -1.51 -0.95 1.34
H -1.68 -1.03 -0.46
H -1.62 -3.26 0.68
H -0.04 -2.89 1.02
```

***

*b*
The following is a quantum chemistry calculation of C5H14N2O in the gas phase, from the OMol25 dataset.

Its net charge is 0. Its SMILES is CN[C@H](CO)CCN. The value obtained for the gap between HOMO and LUMO is 9.86 eV.

The geometry in XYZ format:
```
22
C5H14N2O, DFT ωB97M-V/def2-TZVPD
C 2.33 0.30 -1.55
N 1.69 -0.51 -0.48
C 0.38 0.10 -0.09
C 0.37 1.34 0.76
O -0.30 2.41 0.08
C -0.27 -1.00 0.95
C -1.73 -1.18 0.87
N -2.40 -1.49 -0.42
H 3.45 0.21 -1.50
H 2.10 -0.05 -2.55
H 1.93 1.37 -1.67
H 2.31 -0.54 0.29
H -0.22 0.10 -1.00
H -0.21 1.07 1.67
H 1.36 1.72 0.86
H -1.10 2.10 -0.36
H 0.28 -2.01 0.86
H 0.11 -0.67 2.00
H -1.93 -2.00 1.58
H -2.23 -0.27 1.23
H -1.78 -1.56 -1.16
H -3.24 -2.13 -0.21
```

***

Most stable structure, least stable structure: *b*, *a*.

***

*a*
The following is a quantum chemistry calculation of a molecular structure, C5H14N2O, from the OMol25 dataset.

Its net charge is 0. The value obtained for the gap between HOMO and LUMO is 8.41 eV.

The geometry in XYZ format:
```
22
C5H14N2O, DFT ωB97M-V/def2-TZVPD
C 1.30 -0.70 -1.17
C 2.50 -1.62 -1.33
O 1.64 0.64 -1.48
H 1.36 1.22 -0.76
H 0.51 -1.00 -1.86
H -0.85 -0.12 -0.39
H 2.18 -2.66 -1.22
H 3.25 -1.39 -0.58
H 2.96 -1.52 -2.32
C -2.75 0.58 0.51
C -1.22 0.54 0.45
N -0.59 1.83 0.16
N 0.63 -0.40 1.58
C -0.61 -0.07 1.66
H -0.93 2.18 -0.73
H -0.82 2.51 0.88
H 1.03 -0.83 2.41
H 1.09 -0.54 0.18
H -1.28 -0.41 2.46
H -3.09 1.27 1.28
H -3.15 0.91 -0.45
H -3.16 -0.41 0.72
```

***

*b*
The following is a quantum chemistry calculation of 2 unconnected molecules or ions with the total composition C5H14N2O, from the OMol25 dataset.

Its net charge is 0. Its SMILES is C/C(=C\N)CCN.O. The value obtained for the gap between HOMO and LUMO is 8.77 eV.

The geometry in XYZ format:
```
22
C5H14N2O, DFT ωB97M-V/def2-TZVPD
C -1.09 -0.73 1.44
C 0.13 -0.71 0.57
C 0.30 -1.67 -0.35
N -0.49 -2.82 -0.41
C 1.20 0.36 0.71
C 0.62 1.73 0.47
N 1.55 2.74 -0.08
H -0.94 -1.29 2.37
H -1.94 -1.12 0.89
H -1.38 0.27 1.77
H 0.99 -1.55 -1.18
H -0.44 -3.45 -1.18
H -0.72 -3.20 0.49
H 2.02 0.15 0.01
H 1.65 0.22 1.70
H -0.24 1.68 -0.21
H 0.16 2.14 1.38
H 1.42 3.63 0.38
H 2.51 2.47 0.09
O -1.75 0.78 -2.09
H -1.38 0.15 -1.46
H -2.44 0.31 -2.57
```

***

*c*
The following is a quantum chemistry calculation of a molecular structure, C5H14N2O, from the OMol25 dataset.

Its net charge is 0. The value obtained for the gap between HOMO and LUMO is 9.55 eV.

The geometry in XYZ format:
```
22
C5H14N2O, DFT ωB97M-V/def2-TZVPD
C -0.51 0.54 -1.52
C 1.96 0.77 0.61
C 0.53 0.33 0.73
N -1.88 0.75 -1.17
N 0.21 1.76 -1.80
O -0.34 0.96 1.31
H -0.44 -0.12 -2.39
H -1.93 1.14 -0.23
H -2.41 -0.12 -1.18
H 0.13 2.38 -1.00
H -0.21 2.24 -2.59
H 2.36 0.44 -0.35
H 2.56 0.34 1.41
H 2.03 1.85 0.62
C 0.48 -1.43 0.91
C -0.90 -1.92 1.27
H -0.87 -2.91 1.74
H 1.16 -1.54 1.75
H 0.95 -1.96 0.08
H 0.03 -0.30 -0.60
H -1.36 -1.23 1.99
H -1.55 -1.97 0.39
```

***

Most stable structure, least stable structure: *b*, *a*.

***

*a*
The following is a quantum chemistry calculation of a molecular structure, C5H14N2O, from the OMol25 dataset.

Its net charge is 0. The value obtained for the gap between HOMO and LUMO is 8.37 eV.

The geometry in XYZ format:
```
22
C5H14N2O, DFT ωB97M-V/def2-TZVPD
C -2.17 0.77 0.13
C -2.91 0.29 1.33
N -2.54 0.26 -1.01
O -0.10 -1.18 0.11
H -0.21 -0.85 1.01
H -0.64 1.24 -0.19
H -1.94 0.46 -1.80
H -3.20 -0.51 -1.11
H -3.50 -0.62 1.17
H -2.21 0.10 2.14
H -3.58 1.09 1.66
C 2.30 -0.91 0.03
N 3.39 -0.41 -0.79
C 0.95 -0.39 -0.50
C 0.73 1.09 -0.28
H 4.28 -0.78 -0.46
H 3.43 0.60 -0.74
H 2.38 -0.63 1.10
H 2.30 -2.01 -0.03
H 0.90 -0.64 -1.56
H 1.36 1.67 -0.95
H 0.97 1.38 0.74
```

***

*b*
The following is a quantum chemistry calculation of C5H14N2O in the gas phase, from the OMol25 dataset.

Its net charge is 0. Its SMILES is C[C@@H](N(C)C)N(C)O. The value obtained for the gap between HOMO and LUMO is 8.14 eV.

The geometry in XYZ format:
```
22
C5H14N2O, DFT ωB97M-V/def2-TZVPD
C 1.71 1.10 0.58
C 0.36 0.75 -0.04
N 0.35 -0.38 -0.92
C 1.48 -1.24 -1.15
C -1.28 -0.70 -1.34
N -0.59 0.35 1.03
C -1.88 0.90 1.35
O -0.32 -0.88 1.72
H 2.15 0.26 1.14
H 1.61 1.95 1.26
H 2.42 1.38 -0.20
H -0.08 1.64 -0.51
H 2.29 -0.71 -1.66
H 1.90 -1.65 -0.21
H 1.18 -2.11 -1.75
H -1.05 -1.21 -2.28
H -1.75 0.25 -1.58
H -1.92 -1.40 -0.80
H -2.05 1.84 0.81
H -1.92 1.12 2.43
H -2.66 0.17 1.14
H 0.05 -1.41 0.99
```

***

*c*
The following is a quantum chemistry calculation of C5H14N2O in the gas phase, from the OMol25 dataset.

Its net charge is 0. Its SMILES is NCCC[C@H](N)CO. The value obtained for the gap between HOMO and LUMO is 10.30 eV.

The geometry in XYZ format:
```
22
C5H14N2O, DFT ωB97M-V/def2-TZVPD
N -2.77 0.80 1.17
C -1.40 1.11 1.61
C -0.38 1.39 0.50
C -0.26 0.30 -0.57
C 0.92 -0.64 -0.34
N 2.25 -0.12 -0.62
C 0.77 -1.94 -1.13
O 1.82 -2.85 -0.81
H -3.30 1.66 1.10
H -2.78 0.39 0.24
H -1.49 1.96 2.29
H -1.05 0.29 2.22
H -0.62 2.36 0.09
H 0.60 1.50 0.97
H -1.15 -0.33 -0.51
H -0.25 0.70 -1.58
H 0.92 -0.98 0.71
H 2.54 0.56 0.07
H 2.26 0.36 -1.52
H 0.85 -1.68 -2.20
H -0.12 -2.50 -0.91
H 2.64 -2.33 -0.78
```

***

Most stable structure, least stable structure: *c*, *b*.